{
  "formula": "C5H9HgO2",
  "method": "ωB97M-V/def2-TZVPD",
  "e_homo_ev": [-12.38, -12.25],
  "multiplicity": 3,
  "largest_force_ha_per_bohr": 0.0753,
  "lumo_energy_ev": [-4.08, -8.71],
  "orbital_gap_ev": [8.29, 3.53],
  "charge": 1,
  "symbols": ["O", "Hg", "C", "O", "C", "C", "H", "H", "H", "H", "H", "C", "C", "H", "H", "H", "H"],
  "xyz": [[-0.910, 0.010, 1.437], [-1.634, -1.833, 2.910], [0.301, 0.002, 1.914], [1.345, 0.198, 1.318], [-1.258, 0.205, 0.019], [-2.613, -0.425, -0.160], [-1.245, 1.291, -0.127], [-0.506, -0.258, -0.629], [-3.291, -0.207, 0.678], [-3.060, -0.059, -1.092], [-2.518, -1.519, -0.215], [2.440, 0.899, -0.495], [2.615, -0.106, -1.417], [1.708, 1.681, -0.718], [3.318, 1.266, 0.048], [1.790, -0.424, -2.058], [3.518, -0.720, -1.414]]
}